(1)
C5H8O3 | wB97M-V/def2-TZVPD

Last column: Mulliken charge in e.
Geometry (Å):
H (0.32, -0.63, 2.06)  0.265
O (-2.36, 0.87, -1.12)  -0.427
O (1.52, -1.32, -0.21)  -0.609
H (0.26, 1.64, -1.06)  0.338
H (-2.36, 0.34, 0.76)  0.488
H (1.88, 1.06, -1.13)  0.407
C (-0.85, -0.97, -0.14)  0.547
C (0.84, 0.75, -1.27)  -1.514
C (0.53, 0.23, 1.28)  -1.193
H (1.25, -2.02, 0.37)  0.356
C (-2.01, 0.26, -0.19)  -0.175
H (1.35, 0.80, 1.66)  0.381
H (-0.36, 0.90, 1.26)  0.327
O (-1.14, -2.05, 0.14)  -0.489
H (0.59, 0.43, -2.24)  0.373
C (0.51, -0.28, -0.19)  0.926

The value obtained for the calculated total energy is -11454.97427 eV. The value obtained for the gap between HOMO and LUMO is 9.49 eV. The calculation puts the LUMO energy at 0.46 eV. The value obtained for the HOMO energy is -9.03 eV.

=====

(2)
C5H8O3 | wB97M-V/def2-TZVPD

Last column: Mulliken charge in e.
Geometry (Å):
H (-0.88, -1.88, 1.11)  0.299
C (-0.63, 1.13, 0.37)  -0.029
H (1.52, -2.12, -1.30)  0.359
H (0.51, -1.39, 2.07)  0.291
C (-0.99, 2.38, 0.45)  -0.949
C (-0.01, -0.02, 0.53)  0.682
O (-0.42, -0.87, -1.59)  -0.530
H (-1.89, 2.74, -0.01)  0.251
H (-0.44, 3.08, 1.06)  0.248
H (-0.87, -0.13, -2.01)  0.323
C (0.70, -0.48, -0.71)  0.677
H (1.95, 0.20, -2.03)  0.320
C (-0.38, -1.03, 1.57)  -1.317
H (-1.06, -0.59, 2.30)  0.385
O (1.40, 0.55, -1.32)  -0.481
O (1.49, -1.59, -0.50)  -0.530

The value obtained for the calculated total energy is -11455.19554 eV. The value obtained for the gap between HOMO and LUMO is 9.73 eV. The calculation puts the LUMO energy at 0.60 eV. The value obtained for the HOMO energy is -9.13 eV.

=====

(3)
C5H8O3 | wB97M-V/def2-TZVPD

Last column: Mulliken charge in e.
Geometry (Å):
H (3.67, 0.91, 0.11)  0.357
C (-1.56, 1.50, -0.51)  -1.055
C (2.16, -0.29, 0.04)  0.664
H (-0.57, 1.74, -0.89)  0.282
H (1.10, -1.82, 0.43)  0.245
O (2.04, -1.54, 0.45)  -0.398
H (-0.84, 0.83, 1.43)  0.229
C (-0.89, -2.02, -0.24)  -0.138
H (-2.15, 1.12, -1.34)  0.306
H (-1.99, 2.43, -0.14)  0.329
O (1.31, 0.35, -0.57)  -0.495
H (-0.93, -3.08, -0.22)  0.491
O (3.45, 0.00, -0.12)  -0.466
C (-1.45, 0.46, 0.60)  -0.156
C (-0.91, -0.83, -0.01)  -0.494
H (-2.45, 0.23, 0.98)  0.299

The value obtained for the calculated total energy is -11455.10519 eV. The value obtained for the gap between HOMO and LUMO is 10.39 eV. The calculation puts the LUMO energy at 0.61 eV. The value obtained for the HOMO energy is -9.78 eV.

=====

(4)
C5H8O3S | wB97M-V/def2-TZVPD

Last column: Mulliken charge in e.
Geometry (Å):
C (0.84, -1.49, 0.96)  -0.608
H (-1.92, 0.90, -1.50)  0.350
C (-1.88, 0.46, -0.47)  -1.718
H (-0.54, -0.54, 2.05)  0.401
H (1.23, 1.91, -0.18)  0.348
C (-0.09, -0.57, 1.06)  -0.566
O (2.86, -0.97, -0.72)  -0.547
H (-2.21, -0.50, -0.68)  0.484
H (-2.19, 0.95, 0.39)  0.457
H (1.26, -2.07, 1.68)  0.567
C (-0.37, 0.23, -0.14)  1.591
H (-0.36, 2.45, -0.35)  0.405
H (0.17, 1.84, 1.28)  0.303
S (1.53, -1.49, -0.72)  0.999
O (1.16, -2.58, -1.54)  -0.538
O (0.33, -0.24, -1.23)  -0.541
C (0.20, 1.72, 0.11)  -1.388

The value obtained for the calculated total energy is -22289.80891 eV. The value obtained for the gap between HOMO and LUMO is 10.69 eV. The calculation puts the LUMO energy at 0.61 eV. The value obtained for the HOMO energy is -10.08 eV.

=====

(5)
C5H8O4 | wB97M-V/def2-TZVPD

Last column: Mulliken charge in e.
Geometry (Å):
H (-2.43, -0.35, 1.77)  0.304
H (3.60, -0.89, -1.39)  0.211
C (-2.24, 0.33, -0.40)  -0.976
O (-0.16, 0.79, 2.58)  -0.728
H (-2.32, -0.61, -0.96)  0.306
H (-0.80, -0.85, 0.85)  0.096
O (-1.29, 2.27, 1.38)  -0.750
H (3.07, 0.40, -0.27)  0.239
H (2.64, 0.47, -2.08)  0.286
H (-1.41, 1.00, -0.87)  0.180
C (-1.72, -0.10, 0.94)  -0.200
C (-0.93, 1.10, 1.66)  0.409
O (0.87, -1.69, -1.46)  -0.727
C (1.66, -1.17, -0.66)  0.563
C (2.81, -0.16, -1.20)  -0.904
H (-3.17, 0.92, -0.40)  0.337
O (1.81, -1.45, 0.51)  -0.646

The value obtained for the calculated total energy is -13503.99340 eV. The charge is -2. The value obtained for the gap between HOMO and LUMO is 7.38 eV. The calculation puts the LUMO energy at 6.83 eV. The value obtained for the HOMO energy is -0.54 eV.

=====

(6)
C5H8O4 | wB97M-V/def2-TZVPD

Last column: Mulliken charge in e.
Geometry (Å):
H (1.35, -1.51, -1.34)  0.237
O (1.10, 1.90, 0.85)  -0.542
H (1.29, -2.68, 0.08)  0.270
H (1.11, -0.72, 1.66)  0.378
O (2.34, 0.88, -0.67)  -0.560
H (-0.63, 2.06, -0.28)  0.375
O (-1.33, 1.78, -0.92)  -0.511
O (-1.04, -0.52, -0.99)  -0.379
H (-0.97, -1.71, 0.72)  0.429
H (-2.81, 0.39, -1.10)  0.273
C (0.91, -0.53, 0.61)  0.054
H (0.43, 1.72, 1.55)  0.384
C (-1.86, 0.52, -0.57)  -0.319
C (1.00, -1.71, -0.33)  -0.820
C (-0.34, -1.16, 0.03)  0.011
H (-2.02, 0.48, 0.52)  0.353
C (1.47, 0.80, 0.17)  0.365

The value obtained for the calculated total energy is -13503.35446 eV. The value obtained for the gap between HOMO and LUMO is 10.52 eV. The calculation puts the LUMO energy at 0.28 eV. The value obtained for the HOMO energy is -10.23 eV.